[1]
14
Properties=species:S:1:pos:R:3:forces:R:3 method="wB97M-V/def2-TZVPD" de_lowest_kcal_mol=14.7 lumo_ev=0.79 e_homo_ev=-7.65 total_energy_ev=-8835.5661 total_charge=0 smiles=Cn1cccc1O fmax_ev_per_a=0.26 multiplicity=1
C -1.82797 0.12143 0.52452 -0.1 0.0 0.0
N -0.46994 -0.14942 0.10942 0.2 0.1 0.0
C 0.08702 -1.39526 -0.10847 0.0 -0.1 0.0
C 1.39917 -1.22393 -0.45180 0.0 -0.1 0.0
C 1.67356 0.17788 -0.43904 0.0 0.1 0.0
C 0.49732 0.78985 -0.08560 0.0 -0.3 0.0
O 0.14974 2.09325 0.09057 0.2 0.1 -0.1
H -2.09234 1.14091 0.23838 0.0 -0.2 0.0
H -1.94473 0.01852 1.60858 0.0 0.0 -0.1
H -2.50515 -0.57627 0.02457 0.1 0.1 0.1
H -0.51506 -2.28704 -0.00382 0.1 0.1 0.0
H 2.09947 -2.01233 -0.69403 -0.1 0.1 0.0
H 2.61157 0.66876 -0.66406 -0.2 -0.1 0.0
H 0.90731 2.63638 -0.15712 -0.1 0.0 0.0



[2]
106
Properties=species:S:1:pos:R:3:forces:R:3 method="wB97M-V/def2-TZVPD" de_lowest_kcal_mol=16.5 lumo_ev=-3.82 e_homo_ev=-9.72 total_energy_ev=-107251.2009 total_charge=+1 fmax_ev_per_a=2.85 multiplicity=1
Ti 0.21094 -0.07138 -0.13437 2.3 -1.3 -1.2
C 0.29753 2.80151 2.55389 0.3 -0.7 -0.2
Si 1.46752 1.28297 2.61777 -0.1 0.0 0.7
C 2.91768 1.86027 3.71557 -0.4 -0.4 -0.6
C 0.77516 -0.32792 3.40133 0.1 0.7 -0.5
C 1.90659 0.80551 0.80277 0.2 -0.1 0.5
C 1.65457 1.94855 -0.06809 0.0 0.7 -0.3
C 2.47885 3.04333 -0.35909 -0.1 -0.2 0.0
C 2.00125 4.04578 -1.17683 -0.2 -0.2 0.0
C 0.70729 3.95921 -1.69695 -0.1 -0.3 0.1
C -0.04825 2.84166 -1.40711 -0.3 0.5 -0.4
N 0.42211 1.86570 -0.62723 0.5 0.7 -0.2
Si 3.59303 -0.08797 0.52441 0.6 -0.8 0.0
C 4.98913 0.20305 1.79925 -0.7 0.1 -0.3
C 4.45270 0.28886 -1.13865 -0.6 0.1 0.4
C 3.08093 -1.92670 0.73977 0.1 0.7 -0.3
H -0.18376 2.98671 3.50951 0.0 -0.1 0.2
H -0.48168 2.69966 1.80120 -0.1 0.0 0.0
H 0.87048 3.69464 2.31709 0.2 0.1 -0.1
H 2.53990 2.34172 4.61159 -0.3 0.1 0.1
H 3.55558 2.57593 3.21013 0.1 0.2 -0.1
H 3.53798 1.03302 4.03505 0.1 -0.2 0.0
H 0.22653 -0.11911 4.31438 -0.2 0.1 0.2
H 1.59329 -0.98740 3.67791 0.2 -0.1 0.0
H 0.11404 -0.87774 2.72432 0.0 0.0 0.1
H 3.47100 3.08663 0.06553 0.1 0.0 0.0
H 2.61692 4.90244 -1.41228 0.0 0.0 0.0
H 0.30858 4.74434 -2.32027 -0.1 0.0 0.0
H -1.05577 2.72570 -1.79721 0.1 -0.1 0.0
H 5.18600 1.25374 1.97745 0.1 0.3 0.0
H 5.90753 -0.23433 1.41760 0.1 -0.1 -0.2
H 4.78859 -0.26404 2.75645 -0.1 -0.1 0.2
H 5.06507 1.18324 -1.07743 0.1 0.2 0.2
H 3.76471 0.40846 -1.96775 0.0 0.0 -0.1
H 5.11501 -0.53118 -1.40035 0.1 -0.2 0.1
H 3.36041 -2.30520 1.71781 0.0 0.0 0.3
H 3.57222 -2.55750 0.00701 0.0 -0.2 -0.2
H 1.99685 -2.04654 0.62771 0.1 -0.1 0.0
C -8.05871 -2.36508 0.72936 -0.4 -0.1 0.2
O -6.82476 -1.99065 0.17347 0.5 -0.1 -0.3
C -6.09023 -2.96744 -0.45964 0.1 0.2 0.0
C -6.41842 -4.30882 -0.47714 -0.1 0.1 0.2
C -5.59563 -5.22186 -1.11958 0.0 0.0 0.0
C -4.45935 -4.77648 -1.75966 0.0 -0.2 0.1
C -4.13958 -3.42798 -1.77670 -0.1 0.0 0.0
C -4.93309 -2.49619 -1.11766 -0.3 -0.3 -0.1
N -4.76810 -1.11205 -1.16365 -0.4 0.5 0.2
C -3.55700 -0.33433 -0.92628 0.3 0.3 -0.2
C -3.55145 0.41969 0.40231 0.6 0.0 0.0
C -4.73102 1.01891 0.82996 0.1 0.0 0.1
C -4.83134 1.65827 2.05107 0.0 0.0 0.0
C -3.74459 1.65958 2.90866 0.0 0.0 -0.1
C -2.54380 1.12787 2.48492 0.4 -0.3 -0.3
C -2.39568 0.57443 1.20404 -2.2 0.7 0.7
O -1.17030 0.21556 0.80089 -1.0 0.7 1.4
H -8.48294 -1.45557 1.14682 -0.1 0.0 0.0
H -7.93183 -3.09908 1.52992 0.0 0.0 0.0
H -8.73199 -2.76685 -0.03326 0.0 0.0 0.0
H -7.30555 -4.66090 0.02035 -0.2 0.0 0.1
H -5.85970 -6.26807 -1.12007 0.0 -0.1 0.0
H -3.81526 -5.48032 -2.26209 0.1 -0.1 -0.1
H -3.27079 -3.11509 -2.32772 0.0 0.0 0.0
H -5.59488 -0.66889 -0.78183 0.2 0.0 -0.1
H -3.53680 0.44569 -1.71320 0.1 -0.3 0.3
H -5.60313 0.97980 0.19318 -0.1 0.0 0.0
H -5.75550 2.13594 2.33170 -0.1 0.0 0.1
H -3.82756 2.08350 3.89793 0.0 0.1 0.1
H -1.68741 1.12868 3.13915 0.1 0.0 0.1
C -3.08600 1.14990 -5.59413 0.0 0.1 0.0
C -3.84164 0.07754 -5.15283 0.0 0.1 -0.1
C -3.41418 -0.67465 -4.07494 0.2 -0.1 0.0
C -2.21369 -0.36783 -3.43657 0.0 0.1 -0.1
C -1.45601 0.70904 -3.88766 0.1 -0.1 0.0
C -1.89622 1.46474 -4.95961 0.1 0.1 0.0
C -1.73543 -1.19498 -2.30733 0.0 -0.3 0.3
C -2.33992 -1.21488 -1.10605 -0.1 0.2 -0.3
C -1.94764 -2.09232 0.02250 0.3 -0.5 0.1
C -2.80633 -2.35937 1.09380 0.0 0.0 -0.2
C -2.40142 -3.15351 2.15215 0.0 0.1 -0.1
C -1.13605 -3.71598 2.17439 0.2 0.0 -0.1
C -0.26689 -3.46594 1.12440 0.0 -0.1 0.2
C -0.65252 -2.64092 0.07167 -0.4 0.1 -0.2
H -3.42905 1.74127 -6.42710 0.0 0.1 -0.1
H -4.76531 -0.17618 -5.64985 -0.1 0.0 0.0
H -4.01029 -1.50345 -3.72869 -0.1 -0.1 0.0
H -0.51477 0.94084 -3.39948 -0.1 0.0 -0.2
H -1.29535 2.29084 -5.30645 0.0 0.1 -0.1
H -0.92280 -1.87443 -2.55221 0.0 0.0 0.2
H -3.80763 -1.96112 1.10835 -0.1 0.0 0.0
H -3.09099 -3.34882 2.95853 -0.1 0.0 0.1
H -0.83583 -4.35148 2.99175 0.0 -0.1 0.1
H 0.70302 -3.94937 1.10152 0.0 0.1 0.0
H -0.00862 -2.59342 -0.81030 0.0 0.0 0.0
C 5.01865 -3.44243 -3.96948 0.0 0.0 0.0
C 3.67259 -3.33642 -3.33894 -0.2 -0.6 0.1
C 2.93813 -4.47196 -2.97907 0.0 0.2 0.0
C 1.69531 -4.25625 -2.41774 0.2 -0.1 -0.1
N 1.22357 -3.03718 -2.19767 0.1 0.1 -0.2
C 2.01152 -2.01591 -2.53042 -0.1 -0.9 0.1
S 1.40610 -0.42146 -2.20264 -0.2 0.8 0.0
N 3.19987 -2.11935 -3.10472 0.1 0.6 0.0
H 5.18068 -4.43103 -4.38963 0.0 0.0 0.0
H 5.78620 -3.25717 -3.21901 0.1 0.0 0.0
H 5.12696 -2.68917 -4.74415 0.0 0.1 -0.1
H 3.31617 -5.46779 -3.13949 0.1 -0.1 -0.1
H 1.04110 -5.06756 -2.12421 0.0 -0.1 0.0



[3]
23
Properties=species:S:1:pos:R:3:forces:R:3 method="wB97M-V/def2-TZVPD" de_lowest_kcal_mol=45.8 lumo_ev="-4.59 / -4.58" e_homo_ev="-12.40 / -12.40" total_energy_ev=-16004.1841 total_charge=+1 smiles="N[C@@H]1C(c2ccccc2)=N[NH+]=C1O" fmax_ev_per_a=5.54 multiplicity=1
N 1.69403 1.59848 -1.22530 -0.7 1.2 0.9
C 0.87157 1.62462 -0.02599 -0.1 -0.7 1.6
C -0.39960 0.64433 0.33362 2.8 2.3 -0.5
C -0.32512 -0.77768 0.23535 -2.0 -1.5 0.8
C 0.70855 -1.56940 -0.34970 -3.0 1.4 0.7
C 0.46362 -2.88432 -0.53965 -0.4 -3.0 0.6
C -0.68096 -3.52814 0.00846 1.9 3.0 -0.1
C -1.59696 -2.75664 0.68419 -1.5 -0.9 0.0
C -1.52098 -1.41096 0.74654 5.0 -0.1 -2.3
N -1.36697 1.36583 0.79099 -0.2 -2.5 -0.2
N -1.09241 2.68719 0.69439 3.1 -0.2 -0.8
C 0.13237 2.93080 0.22538 -2.6 -1.5 0.3
O 0.54594 4.08196 -0.07371 2.8 0.3 -1.7
H 1.48204 0.88590 -1.88365 -0.3 -0.4 -0.6
H 2.67173 1.63150 -0.98552 0.1 -0.4 -0.2
H 1.67437 1.57635 0.79598 -1.7 -0.2 -0.3
H 1.50080 -1.09977 -0.79958 2.1 0.9 -0.7
H 1.17996 -3.60261 -0.97651 -0.2 0.9 0.0
H -0.64275 -4.55034 -0.04304 -0.7 -2.4 -0.1
H -2.52271 -3.08439 1.11500 -0.1 -1.1 0.1
H -2.27520 -0.85502 1.10800 -2.4 1.9 1.4
H -1.89531 3.24778 0.78880 -0.6 1.4 0.3
H 1.39400 3.84453 -0.62403 -1.5 1.2 0.8



[4]
22
Properties=species:S:1:pos:R:3:forces:R:3 method="wB97M-V/def2-TZVPD" lumo_ev=0.22 e_homo_ev=-8.24 total_energy_ev=-32318.0373 total_charge=0 fmax_ev_per_a=4.24 multiplicity=1
C -0.74109 -1.33185 -1.28464 -1.0 0.3 0.4
C 0.31232 -0.99480 -0.43746 -0.6 -0.4 -1.0
C -1.81578 -0.38267 -1.42202 1.4 -3.1 -1.0
C -0.62126 1.02357 0.01541 -1.5 1.8 1.5
C -0.71154 2.31143 0.84095 0.0 -0.6 -1.6
C 1.59139 -1.78538 -0.33806 1.0 2.6 -0.4
C -2.62996 1.84891 2.19034 -0.2 1.4 1.2
N 0.30495 0.17893 0.24312 0.9 -0.8 -0.4
N -2.76431 1.42712 -1.08938 -1.9 2.0 -0.6
N -1.66963 0.76660 -0.80316 0.7 -0.3 0.1
N -2.02549 2.72161 1.29933 -1.6 0.2 -3.9
F -2.76243 0.59731 1.74436 0.0 -0.7 0.4
F -1.92247 1.88527 3.33187 0.6 -1.1 0.3
F -3.84020 2.28602 2.57594 -0.4 -0.2 -0.8
S -3.37520 0.12475 -2.09190 1.7 -0.1 1.1
H -0.80168 -2.33779 -1.68145 0.0 0.2 -0.3
H -0.05088 2.09968 1.63180 0.9 0.4 1.1
H -0.33585 3.07808 0.15946 0.1 0.3 0.5
H 2.25546 -1.36629 -1.20322 -0.7 -0.7 1.8
H 1.54766 -2.82497 -0.46836 -0.5 -1.4 -0.2
H 2.00215 -1.55239 0.67023 0.2 -0.2 -0.9
H -2.62111 2.68191 0.34376 1.0 0.3 2.7



[5]
12
Properties=species:S:1:pos:R:3:forces:R:3 method="wB97M-V/def2-TZVPD" de_lowest_kcal_mol=68.7 lumo_ev=1.07 e_homo_ev=-9.75 total_energy_ev=-16780.3933 total_charge=0 fmax_ev_per_a=7.83 multiplicity=1
C 0.22186 1.60091 0.00116 -1.0 -0.4 -1.9
C 0.36140 0.08207 -0.21450 0.6 0.4 -3.9
C -0.81172 -0.94673 -0.45169 -2.4 2.7 -0.2
C 0.10261 -1.01835 0.66597 -4.1 4.0 5.3
H 0.67501 2.30685 -1.08392 -1.5 -2.4 3.8
H 0.93671 1.62665 0.89702 -1.5 1.5 -0.9
H -1.01037 1.71040 0.08729 3.6 0.7 0.4
H 1.27992 -0.18690 -0.77321 -0.7 0.5 0.0
H -0.74977 -1.76000 -1.11932 0.2 -0.5 -1.0
H -1.88989 -0.53104 -0.32216 2.1 -0.7 0.0
H -0.29173 -0.69946 1.73767 0.8 -1.1 -2.1
Cl 1.17598 -2.18441 0.57568 4.0 -4.7 0.6



[6]
9
Properties=species:S:1:pos:R:3:forces:R:3 method="wB97M-V/def2-TZVPD" de_lowest_kcal_mol=91.0 lumo_ev="-2.77 / -2.77" e_homo_ev="-9.69 / -9.69" total_energy_ev=-34947.5139 total_charge=0 fmax_ev_per_a=5.54 multiplicity=1
C -1.37170 -0.72297 -0.16473 -0.3 -3.1 1.3
O 0.79646 1.11222 1.42057 -1.6 -0.1 3.1
O -0.59781 0.06756 -0.87337 4.6 2.8 -1.4
S 2.15270 2.40080 -0.63955 -0.5 -0.4 -0.7
S 1.26772 0.91493 0.12238 -0.8 -0.4 -3.0
I 2.65591 -1.00243 0.10160 0.2 -0.6 -0.2
H -2.32610 -0.35050 -0.47179 -1.5 -0.2 0.2
H -1.25404 -0.50876 0.91853 -0.3 -0.4 -0.1
H -1.32312 -1.91086 -0.41364 0.2 2.5 0.7